[1]
A 2-piece molecular cluster, H5N3S2 overall, computed with wB97M-V/def2-TZVPD.

Results
- Net charge: 0
- DFT total energy: -26218.08439 eV
- Kohn-Sham gap (spin up / spin down): 0.28411 / 0.28422 hartree
- Relative energy (zero: lowest compared OMol25 entry of this formula, charge and spin): 44.87 kcal/mol

Each line ends with the Löwdin charge.
Atoms and positions in Å:
1 N -0.607562 -1.248795 -0.397420  -0.0231
2 N -0.053138 1.395045 -0.371846  -0.7900
3 N 0.144808 0.520175 0.545896  -0.5168
4 S -1.421461 1.896354 -0.993751  0.5141
5 S 1.769087 0.377471 1.063290  0.6868
6 H -0.677277 -1.745188 -1.354009  0.0749
7 H -0.106894 -1.937412 0.202578  0.0437
8 H 0.836725 1.759714 -0.943620  0.1182
9 H -1.523349 -0.943150 -0.169415  -0.0135
10 H 1.639061 -0.074215 2.418295  -0.0943

Force components x, y, z for each atom (eV/Å):
N 1.292 -3.683 -3.501
N 5.335 -0.201 0.267
N -0.297 2.608 0.801
S -2.338 0.253 -0.728
S 0.396 -0.503 0.833
H 0.024 1.016 1.929
H -1.261 0.976 -0.202
H -1.931 -0.951 1.704
H -0.713 -0.164 0.809
H -0.509 0.651 -1.912



[2]
A 2-piece molecular cluster, H5NO overall, computed with wB97M-V/def2-TZVPD.

Results
- Net charge: 0
- DFT total energy: -3618.04324 eV
- Kohn-Sham gap: 0.37153 hartree
- Relative energy (zero: lowest compared OMol25 entry of this formula, charge and spin): 20.23 kcal/mol
- SMILES string: N.O

Each line ends with the Löwdin charge.
Atoms and positions in Å:
1 N -0.297865 0.382452 0.831905  -0.0158
2 H 0.445455 0.899456 0.385399  0.0159
3 H -1.136308 0.669541 0.359693  0.0145
4 H -0.316401 0.535360 1.828245  0.0100
5 O 0.223721 -0.478946 -1.163603  -0.1112
6 H 1.092384 -0.699894 -1.509854  0.0414
7 H -0.010985 -1.307968 -0.731786  0.0451

Force components x, y, z for each atom (eV/Å):
N 0.049 0.268 1.548
H 0.051 -0.145 0.421
H -0.408 0.073 0.278
H -0.328 0.544 0.080
O 0.729 -1.262 -2.196
H 0.171 0.163 -0.448
H -0.264 0.358 0.318



[3]
A 2-piece molecular cluster, H5NO overall, computed with wB97M-V/def2-TZVPD.

Results
- Net charge: 0
- DFT total energy: -3618.66594 eV
- Kohn-Sham gap: 0.39746 hartree
- Relative energy (zero: lowest compared OMol25 entry of this formula, charge and spin): 5.87 kcal/mol
- SMILES string: N.O

Each line ends with the Löwdin charge.
Atoms and positions in Å:
1 N 0.521797 2.088889 -0.184684  -0.0121
2 H -0.252330 1.429998 -0.053460  0.0019
3 H 1.388577 1.566326 -0.022665  0.0063
4 H 0.517801 2.360267 -1.173094  0.0044
5 O -0.371760 -2.299269 0.426711  -0.0924
6 H -0.738105 -3.055790 -0.084876  0.0463
7 H -1.065981 -2.090421 1.092068  0.0456

Force components x, y, z for each atom (eV/Å):
N 0.030 -0.335 -0.277
H 0.427 0.276 -0.105
H -0.459 0.216 -0.109
H 0.005 -0.174 0.487
O -1.094 -0.528 0.151
H 0.364 0.818 0.576
H 0.727 -0.272 -0.723



[4]
A 2-piece molecular cluster, H5NO3 overall, computed with wB97M-V/def2-TZVPD.

Results
- Net charge: 0
- DFT total energy: -7708.65484 eV
- Kohn-Sham gap: 0.37548 hartree
- Relative energy (zero: lowest compared OMol25 entry of this formula, charge and spin): 4.84 kcal/mol
- SMILES string: NO.OO

Each line ends with the Löwdin charge.
Atoms and positions in Å:
1 N -1.486793 0.372922 -0.232443  -0.0881
2 O -2.358869 -0.661476 0.149510  -0.1606
3 H -1.847977 1.328801 -0.020020  0.0806
4 H -0.584351 0.198737 0.282311  0.0568
5 H -2.502867 -1.119185 -0.713410  0.0937
6 O 2.669611 -0.412789 -0.316903  -0.0392
7 O 1.576110 -0.143870 0.451156  -0.0959
8 H 2.718279 0.284317 -0.922753  0.0638
9 H 1.816856 0.152545 1.322554  0.0889

Force components x, y, z for each atom (eV/Å):
N 2.011 0.918 0.179
O -0.672 -0.404 -0.914
H -0.028 -1.445 0.242
H -1.381 0.466 -0.741
H 0.032 0.454 1.146
O 1.955 -2.280 0.983
O -3.013 0.173 0.033
H -0.095 1.934 -1.435
H 1.190 0.184 0.507



[5]
One molecule with the formula H5NP2S2, computed with wB97M-V/def2-TZVPD.

Results
- Net charge: 0
- DFT total energy: -41814.66606 eV
- Kohn-Sham gap (spin up / spin down): 0.22912 / 0.17586 hartree
- Relative energy (zero: lowest compared OMol25 entry of this formula, charge and spin): 24.22 kcal/mol
- Spin multiplicity: 3

Each line ends with the Löwdin charge.
Atoms and positions in Å:
1 N 0.799261 -0.519400 0.058899  -0.5268
2 P -0.134996 0.126588 1.763921  0.4668
3 P -0.102462 -0.639808 -1.323599  0.1518
4 S 0.421664 -2.234111 -2.354742  0.1259
5 S -0.183585 2.172837 1.161913  0.3440
6 H 1.121506 -1.381500 0.261533  -0.0960
7 H -1.609264 -0.021996 1.553027  -0.1235
8 H -1.437442 -0.615883 -1.006812  -0.0541
9 H 0.245881 0.618862 -1.866720  -0.0205
10 H 0.879436 2.494410 1.752581  -0.2676

Force components x, y, z for each atom (eV/Å):
N -0.231 3.054 -1.632
P -2.693 0.655 0.352
P 1.722 -0.244 -0.730
S -0.324 0.648 0.228
S -2.303 -1.222 -0.982
H 1.421 -3.686 1.326
H 1.411 0.062 0.604
H -0.833 0.280 0.125
H -0.681 -0.187 -0.252
H 2.511 0.641 0.961



[6]
One molecule with the formula H5NP4, computed with wB97M-V/def2-TZVPD.

Results
- Net charge: 0
- DFT total energy: -38722.50250 eV
- Kohn-Sham gap: 0.24610 hartree
- Relative energy (zero: lowest compared OMol25 entry of this formula, charge and spin): 40.69 kcal/mol

Each line ends with the Löwdin charge.
Atoms and positions in Å:
1 N 1.534844 -0.491275 -0.896127  -0.3944
2 P 0.881177 1.890686 -0.781404  0.3119
3 P -2.000908 -0.364116 -0.335206  0.4441
4 P 0.919940 -0.372631 0.614068  0.2309
5 P -0.568223 1.060950 0.546078  -0.0218
6 H 2.460464 -0.815924 -0.808209  -0.0568
7 H -2.890532 0.056803 0.525868  -0.2433
8 H -2.269932 0.413320 -1.451757  -0.1640
9 H 0.319510 -1.629172 0.969414  -0.0379
10 H 1.613656 0.251356 1.617279  -0.0688

Force components x, y, z for each atom (eV/Å):
N -1.895 1.861 0.986
P 0.544 -1.394 -0.294
P 2.057 -1.398 -1.723
P -0.613 -0.598 -1.097
P -0.591 0.537 0.146
H 1.751 -0.372 -0.444
H -2.419 1.036 1.415
H -0.575 0.377 -0.275
H 0.654 0.392 0.544
H 1.088 -0.442 0.743



[7]
A 2-piece molecular cluster, H5NS overall, computed with wB97M-V/def2-TZVPD.

Results
- Net charge: 0
- DFT total energy: -12402.57014 eV
- Kohn-Sham gap: 0.10342 hartree
- Relative energy (zero: lowest compared OMol25 entry of this formula, charge and spin): 89.34 kcal/mol

Each line ends with the Löwdin charge.
Atoms and positions in Å:
1 S -0.834082 0.417123 -4.338401  -0.3861
2 H 0.394845 0.265077 -3.812426  -0.5258
3 N 0.117800 -0.140450 1.622291  0.2968
4 H -0.154453 -0.880440 2.273435  0.1502
5 H 1.005200 -0.332059 1.153610  0.1560
6 H -0.630104 -0.051394 0.922121  0.1537
7 H 0.100796 0.722145 2.179370  0.1551

Force components x, y, z for each atom (eV/Å):
S 0.058 -0.049 0.530
H 0.025 0.005 -0.089
N -1.010 0.243 0.356
H 0.238 -0.317 -0.205
H 0.095 0.119 0.072
H 0.100 -0.061 -0.324
H 0.495 0.059 -0.341



[8]
A 3-piece molecular cluster, H5O3 overall, computed with wB97M-V/def2-TZVPD.

Results
- Net charge: -1
- DFT total energy: -6224.52466 eV
- Kohn-Sham gap: 0.33000 hartree
- Relative energy (zero: lowest compared OMol25 entry of this formula, charge and spin): 2.44 kcal/mol

Each line ends with the Löwdin charge.
Atoms and positions in Å:
1 O 0.240612 -0.812379 -0.270042  -0.4564
2 H 0.236988 -1.619824 0.251965  -0.0941
3 O -1.597852 0.488782 -1.586439  -0.1763
4 H -0.924711 0.486505 -2.272586  -0.0088
5 H -1.108236 -0.067287 -0.899501  -0.0319
6 O 1.392708 0.452717 1.763798  -0.1834
7 H 0.769381 1.118407 2.057799  -0.0171
8 H 0.991110 -0.046920 0.955005  -0.0320

Force components x, y, z for each atom (eV/Å):
O 0.210 0.105 0.460
H -0.195 -0.163 -0.158
O -0.099 -0.101 0.112
H -0.038 0.053 -0.041
H 0.234 0.045 -0.133
O 0.408 -0.325 -0.017
H -0.225 -0.131 -0.297
H -0.296 0.517 0.074



[9]
One molecule with the formula H5PSi, computed with wB97M-V/def2-TZVPD.

Results
- Net charge: 0
- DFT total energy: -17245.38375 eV
- Kohn-Sham gap: 0.36811 hartree
- Relative energy (zero: lowest compared OMol25 entry of this formula, charge and spin): 22.35 kcal/mol
- SMILES string: [SiH3]P

Each line ends with the Löwdin charge.
Atoms and positions in Å:
1 Si -0.595148 -0.474524 -0.032108  0.2838
2 P 1.755572 -0.158098 -0.026833  0.4038
3 H -0.534670 -2.051349 0.253283  -0.1174
4 H -1.169719 -0.028362 -1.335774  -0.1544
5 H -1.818087 -0.062681 1.170143  -0.0675
6 H 2.012666 0.430358 1.252896  -0.1952
7 H 1.963153 -1.556130 0.460820  -0.1531

Force components x, y, z for each atom (eV/Å):
Si -1.059 -1.389 2.350
P -0.532 -1.008 0.685
H -0.379 1.608 -0.800
H 0.230 -0.250 0.253
H 2.262 -0.238 -1.791
H -0.304 -0.155 -0.305
H -0.218 1.433 -0.392



[10]
A 31-piece molecular cluster, H62O31 overall, computed with wB97M-V/def2-TZVPD.

Results
- Net charge: 0
- DFT total energy: -64484.36614 eV
- Kohn-Sham gap: 0.36676 hartree
- Relative energy (zero: lowest compared OMol25 entry of this formula, charge and spin): 26.62 kcal/mol

Each line ends with the Löwdin charge.
Atoms and positions in Å:
1 O 0.355256 0.978262 -4.423499  -0.0602
2 H -0.244544 1.741424 -4.321929  0.0101
3 H -0.208354 0.254387 -4.798037  0.0656
4 O 0.522689 0.769819 3.151740  -0.0597
5 H 0.509899 0.121260 2.440273  0.0357
6 H 0.859017 0.186292 3.849588  0.0595
7 O 0.610052 -1.955748 4.361320  -0.0849
8 H 1.147648 -2.656958 3.952461  0.0389
9 H -0.356900 -2.290729 4.316432  0.0673
10 O 1.549687 3.306166 -1.119133  -0.0115
11 H 0.766692 2.902979 -1.467039  0.0195
12 H 1.453667 3.091958 -0.221812  -0.0336
13 O 5.598214 0.450409 -0.334188  -0.0651
14 H 5.357191 1.165265 -0.921776  0.0087
15 H 4.906800 0.735688 0.298458  0.0371
16 O -2.416237 -3.461770 3.824864  -0.0287
17 H -2.230507 -4.189019 3.236150  0.0258
18 H -2.758584 -3.870216 4.612319  0.0569
19 O 1.792215 0.288646 -2.472668  -0.1043
20 H 2.232985 -0.535712 -2.768916  0.0197
21 H 1.263709 0.649456 -3.250720  -0.0119
22 O 0.963370 -3.291426 -2.856888  -0.0508
23 H 1.860828 -3.183685 -3.217107  0.0264
24 H 0.467031 -2.770897 -3.488855  0.0228
25 O -1.323529 -4.454355 1.159368  -0.0407
26 H -0.686148 -5.039287 0.792552  0.0303
27 H -1.635458 -4.023918 0.346618  0.0051
28 O 3.758533 -2.586333 4.089268  -0.0614
29 H 3.400584 -2.113408 4.843797  0.0298
30 H 4.417075 -2.021049 3.645029  0.0493
31 O -4.305410 -1.097433 -0.028153  -0.0381
32 H -3.864281 -1.920654 -0.283584  0.0501
33 H -4.526115 -1.189990 0.901665  0.0201
34 O 3.683830 -2.090780 -3.109977  -0.0392
35 H 4.098136 -2.378255 -2.313743  0.0002
36 H 4.318051 -1.602223 -3.661866  0.0786
37 O -2.153418 1.658105 3.695567  -0.0579
38 H -1.702637 1.799729 4.522899  0.0592
39 H -1.472407 1.110240 3.215995  0.0482
40 O -0.774390 -0.505018 -1.530388  -0.1215
41 H 0.186656 -0.068897 -1.577514  0.0861
42 H -0.792169 -0.904276 -0.624881  -0.0022
43 O -1.352943 2.870507 -3.710427  -0.0886
44 H -2.281973 2.567081 -3.818334  0.0153
45 H -1.275362 2.856328 -2.705198  0.0489
46 O -4.440031 3.000879 -0.784912  -0.0567
47 H -4.707836 3.689133 -1.413756  0.0587
48 H -3.490717 2.892522 -0.994109  0.0216
49 O 2.946007 4.769681 2.232357  -0.0421
50 H 3.267665 5.015920 1.391600  0.0026
51 H 2.253190 4.107917 2.032178  0.0027
52 O -5.712057 0.457321 -2.091238  -0.0787
53 H -5.143285 0.020961 -1.430908  0.0114
54 H -5.737899 1.364918 -1.720481  0.0338
55 O -3.418094 -1.038713 2.627481  -0.0834
56 H -3.405382 -1.933006 3.078506  0.0581
57 H -3.259136 -0.348876 3.308210  0.0575
58 O -1.153566 -1.251818 0.961161  -0.0772
59 H -2.042914 -1.048208 1.443176  0.0679
60 H -0.676055 -2.009828 1.312415  0.0305
61 O -2.374781 3.469967 1.645784  -0.0688
62 H -3.318017 3.503765 1.385737  0.0491
63 H -2.443976 2.970435 2.477091  -0.0015
64 O 1.815375 -2.128400 0.225419  -0.0795
65 H 1.246040 -2.498181 -0.505606  0.0590
66 H 2.687623 -1.937978 -0.147905  -0.0133
67 O -3.742576 1.435555 -3.830533  -0.0845
68 H -4.599795 1.173938 -3.431557  0.0127
69 H -3.687621 1.058463 -4.746227  0.0765
70 O 3.491025 1.850652 3.501193  -0.0778
71 H 3.057830 1.242076 2.864748  -0.0062
72 H 3.700586 2.671167 3.039196  0.0081
73 O -1.576886 -1.407363 -4.097528  -0.0482
74 H -1.675720 -1.455838 -3.135150  0.0094
75 H -2.212522 -2.004013 -4.475147  0.0349
76 O -1.503321 1.957249 -0.933585  -0.0558
77 H -1.245295 1.039213 -1.100727  -0.0107
78 H -1.442948 2.202118 -0.000067  0.0234
79 O 4.425729 -2.090195 -0.328378  -0.0556
80 H 4.840198 -1.206919 -0.210392  0.0297
81 H 4.852474 -2.674871 0.305835  0.0770
82 O -1.712460 -3.885987 -1.642289  -0.0198
83 H -0.915439 -4.143633 -2.087768  0.0182
84 H -2.356673 -4.576707 -1.671733  0.0463
85 O 0.723482 3.004773 1.586416  -0.0530
86 H -0.151709 3.399492 1.691609  0.0440
87 H 0.723236 2.232852 2.191505  0.0193
88 O 2.474807 0.449981 1.044672  -0.0175
89 H 2.278386 1.054161 0.337110  0.0255
90 H 2.111832 -0.384581 0.780756  -0.0107
91 O 4.186237 2.660094 -1.006290  -0.0516
92 H 4.076093 3.516009 -0.595033  0.0398
93 H 3.270449 2.511935 -1.312567  0.0201

Force components x, y, z for each atom (eV/Å):
O -0.583 -0.961 -1.398
H -0.309 0.235 0.245
H 0.617 0.770 0.763
O -0.325 -0.709 0.302
H -0.092 0.025 -0.663
H 0.026 0.297 0.367
O -2.089 -0.917 -0.246
H -0.210 0.315 0.098
H 2.330 0.634 0.017
O 0.806 0.526 -1.704
H -0.839 -0.339 -0.767
H -0.308 -0.157 2.597
O -0.899 -0.138 1.095
H 0.344 0.518 -1.213
H 0.445 -0.538 0.460
O 0.041 0.670 0.061
H 0.309 -0.378 -0.784
H -0.256 -0.200 0.618
O 0.267 -0.282 0.298
H -0.302 0.621 0.224
H 0.378 -0.525 0.301
O 0.438 -0.174 -0.156
H 0.073 -0.150 0.428
H -0.697 0.454 -0.100
O -0.896 0.832 0.299
H 1.052 -0.974 -0.145
H -0.072 0.244 0.035
O 0.251 -0.145 -0.539
H 0.229 0.344 0.001
H -0.595 -0.137 0.572
O 0.044 -0.305 -0.592
H -0.084 0.339 0.071
H 0.103 0.104 0.263
O -0.813 0.487 -1.737
H 0.893 -0.059 1.210
H -0.205 -0.381 0.569
O 0.463 -1.240 -0.901
H 0.139 0.298 0.630
H -0.534 0.737 0.474
O 2.678 1.001 0.435
H -2.067 -1.598 -0.517
H -0.290 0.240 -0.486
O -0.501 0.285 1.688
H 0.429 -0.021 0.029
H -0.076 -0.118 -1.549
O 0.348 0.432 -0.450
H -0.044 -0.149 0.290
H -0.237 -0.435 0.146
O -0.649 -1.003 1.222
H 0.602 0.622 -1.416
H -0.039 0.363 0.206
O 0.120 0.887 0.449
H -0.079 -0.252 -0.145
H -0.047 -0.527 -0.184
O -0.004 -0.662 0.962
H 0.306 1.314 -0.367
H -0.194 -0.528 -0.424
O -1.395 0.861 0.788
H 1.927 -0.985 -0.663
H -0.401 -0.121 0.426
O -0.889 -0.163 -0.015
H 0.680 0.190 -0.349
H 0.357 -0.041 0.114
O -1.696 -0.532 -0.627
H 1.037 0.738 0.801
H 0.361 -0.474 -0.241
O -0.037 -0.251 -1.396
H 0.403 -0.290 -0.104
H -0.316 0.397 1.436
O -0.213 -0.651 -0.094
H 0.385 0.773 0.161
H -0.149 -0.054 -0.111
O 0.569 0.105 -0.070
H 0.158 0.330 0.140
H -0.437 -0.367 -0.156
O -0.252 1.682 -0.073
H -0.171 -0.833 0.099
H 0.021 -0.237 -0.060
O 0.309 0.122 -0.004
H 0.160 -0.019 -0.406
H -0.073 -0.013 -0.013
O -0.439 1.231 0.881
H 0.794 -0.353 -0.532
H -0.359 -0.847 -0.406
O -0.031 -0.304 0.187
H -0.071 0.211 -0.117
H 0.241 0.279 -0.095
O 0.761 0.754 0.888
H -0.120 0.379 -0.621
H -0.566 -1.173 -0.464
O -0.445 -0.202 -0.109
H 0.359 0.356 0.158
H 0.140 -0.090 -0.293



Question: What is the net charge in the seventh record?
Answer: 0



Question: Which of these has the lowest relative energy (zero: lowest compared OMol25 entry of this formula, charge and spin)?
Answer: H5O3



Question: What is the formula in the eighth record?
Answer: H5O3